(1)
# C52H51AgF4N6O2S

C52H51AgF4N6O2S as an isolated structure at a distorted geometry (the ωB97M-V functional and the def2-TZVPD basis, the OMol25 dataset).

Structure (XYZ):
```
117
Properties=species:S:1:pos:R:3:forces:R:3
Ag -0.200 -1.673 0.248 0.76 -0.22 0.37
C 0.368 5.116 3.295 -0.02 0.01 0.01
C -0.777 4.321 3.918 0.05 -0.01 -0.01
C -2.086 5.085 3.675 -0.01 -0.02 -0.02
C -0.528 4.206 5.428 0.03 0.01 -0.01
C -0.894 2.927 3.320 0.05 -0.05 -0.13
C -0.118 2.471 2.317 -0.08 -0.04 0.10
C -0.284 1.125 1.801 0.06 0.07 -0.03
N 0.267 0.605 0.749 -0.07 0.04 0.11
C 1.098 1.147 -0.188 -0.08 0.00 0.04
C 1.196 2.519 -0.505 -0.07 -0.01 0.06
C 2.065 2.979 -1.455 -0.04 0.00 -0.04
C 2.841 2.018 -2.147 0.02 0.02 -0.07
C 2.761 0.667 -1.942 -0.03 -0.02 0.02
C 1.881 0.165 -0.910 0.02 -0.03 -0.09
O 1.821 -1.070 -0.636 0.05 0.12 -0.06
C 3.563 -0.331 -2.771 0.01 0.01 -0.03
C 4.527 -1.111 -1.866 -0.02 -0.01 0.03
C 4.394 0.355 -3.857 -0.02 -0.03 0.02
C 2.600 -1.305 -3.466 -0.02 -0.03 0.01
C 2.156 4.474 -1.751 -0.02 0.10 -0.03
C 3.217 4.797 -2.803 -0.01 0.01 0.01
C 0.803 4.982 -2.265 0.13 -0.06 0.07
C 2.516 5.230 -0.466 0.01 -0.02 0.02
C -1.127 0.174 2.588 0.09 -0.01 0.02
O -1.003 -1.043 2.462 -0.05 0.05 -0.12
C -2.088 0.758 3.538 0.08 0.00 -0.03
C -1.926 2.054 3.858 -0.08 0.05 0.03
C -3.160 -0.137 4.136 -0.06 -0.02 0.00
C -3.939 -0.822 3.004 0.01 -0.02 -0.03
C -2.512 -1.199 5.033 0.04 -0.06 0.02
C -4.153 0.661 4.981 0.01 -0.02 0.00
H 0.426 6.099 3.763 0.01 0.02 0.01
H 0.214 5.270 2.226 -0.02 0.00 -0.05
H 1.329 4.620 3.436 0.04 -0.03 0.01
H -2.006 6.098 4.070 0.01 0.05 0.03
H -2.934 4.606 4.164 -0.04 -0.02 0.01
H -2.303 5.150 2.609 0.00 0.01 -0.03
H -0.430 5.199 5.867 0.00 0.04 0.01
H 0.389 3.652 5.629 0.03 -0.01 0.00
H -1.346 3.698 5.939 -0.03 -0.02 0.02
H 0.666 3.081 1.905 0.07 0.04 -0.02
H 0.516 3.209 -0.027 -0.01 0.03 0.03
H 3.519 2.376 -2.904 0.05 0.02 -0.06
H 5.236 -0.429 -1.392 0.03 0.03 0.02
H 5.095 -1.829 -2.461 0.03 -0.04 -0.04
H 3.984 -1.646 -1.092 0.00 -0.01 0.02
H 5.149 1.021 -3.436 0.02 0.03 0.03
H 3.773 0.930 -4.546 -0.04 0.02 -0.04
H 4.915 -0.407 -4.438 0.02 -0.02 -0.02
H 2.001 -1.848 -2.737 0.02 0.00 -0.02
H 3.166 -2.023 -4.062 0.02 -0.04 -0.04
H 1.935 -0.763 -4.143 -0.03 0.04 -0.05
H 2.993 4.332 -3.765 -0.02 -0.02 -0.04
H 4.209 4.473 -2.490 0.03 -0.02 0.02
H 3.254 5.876 -2.959 0.00 0.03 -0.01
H 0.519 4.437 -3.169 0.16 0.04 0.13
H 0.851 6.042 -2.511 0.01 0.08 -0.02
H 0.014 4.848 -1.523 0.01 0.00 -0.02
H 3.464 4.875 -0.061 0.04 -0.01 0.00
H 1.755 5.094 0.302 -0.03 -0.02 0.03
H 2.604 6.299 -0.663 0.00 0.08 -0.02
H -2.591 2.492 4.589 -0.04 0.00 0.02
H -3.292 -1.447 2.392 -0.03 0.01 0.02
H -4.412 -0.080 2.359 -0.03 0.05 -0.03
H -4.725 -1.447 3.429 -0.05 -0.04 0.03
H -1.820 -1.823 4.471 -0.03 0.01 0.02
H -3.287 -1.836 5.462 -0.05 -0.04 0.04
H -1.968 -0.728 5.854 0.02 0.03 0.04
H -4.629 1.456 4.407 -0.02 0.03 -0.04
H -3.683 1.102 5.861 0.04 0.02 0.03
H -4.937 -0.010 5.333 -0.03 -0.03 0.02
F -2.240 1.081 -1.233 0.08 0.06 -0.25
C -1.818 1.234 -2.485 -0.04 0.03 0.12
C -1.696 2.475 -2.984 -0.02 0.04 0.07
F -1.999 3.511 -2.210 -0.02 -0.20 -0.10
C -1.263 2.740 -4.348 -0.04 -0.15 0.05
C -0.913 1.544 -5.101 0.02 -0.06 -0.05
C -1.067 0.303 -4.611 0.09 -0.02 -0.13
F -0.761 -0.739 -5.378 -0.05 0.20 0.11
C -1.556 0.039 -3.270 0.05 0.21 -0.03
C -1.762 -1.219 -2.796 0.07 -0.05 -0.03
C -2.165 -1.503 -1.457 0.05 0.12 0.22
N -2.369 -1.786 -0.354 -0.94 -0.04 -0.41
C -1.536 -2.420 -3.550 0.03 0.13 0.08
N -1.387 -3.441 -4.052 0.00 -0.15 -0.08
F -0.459 1.695 -6.341 -0.06 -0.06 0.19
C -1.217 3.989 -4.885 -0.10 -0.09 -0.03
C -1.648 5.171 -4.197 -0.13 -0.10 -0.04
N -2.019 6.150 -3.728 0.00 0.11 0.03
C -0.760 4.269 -6.215 0.00 -0.05 0.10
N -0.396 4.579 -7.258 0.04 0.06 -0.16
N -0.124 -3.931 -0.199 0.06 -0.21 -0.07
S 0.168 -4.970 0.946 0.03 0.01 0.26
C 1.332 -6.203 0.385 -0.03 0.05 -0.17
C 2.611 -6.153 0.913 0.01 -0.03 0.00
C 3.586 -7.008 0.417 0.00 -0.01 0.01
C 3.276 -7.891 -0.604 -0.01 0.02 0.01
C 1.990 -7.931 -1.133 -0.01 -0.01 0.01
C 1.013 -7.086 -0.640 0.02 -0.01 0.03
C -1.274 -6.021 1.174 -0.03 0.03 -0.06
C -1.181 -7.252 1.810 -0.01 0.01 0.02
C -2.334 -7.985 2.033 -0.01 0.00 0.00
C -3.567 -7.487 1.630 0.01 -0.03 0.01
C -3.648 -6.252 1.009 0.01 0.03 -0.01
C -2.499 -5.507 0.781 0.00 -0.04 0.01
H -0.335 -4.391 -1.084 -0.03 0.09 -0.01
H 2.843 -5.448 1.699 0.01 0.05 0.03
H 4.586 -6.977 0.824 0.04 0.00 0.02
H 4.037 -8.550 -0.996 0.04 -0.04 -0.01
H 1.753 -8.622 -1.930 -0.01 -0.02 -0.03
H 0.008 -7.117 -1.042 -0.04 0.02 -0.02
H -0.219 -7.641 2.116 0.04 -0.02 0.01
H -2.270 -8.948 2.519 0.00 -0.04 0.02
H -4.464 -8.065 1.804 -0.03 -0.02 0.01
H -4.608 -5.861 0.702 -0.03 0.02 -0.01
H -2.542 -4.535 0.309 0.00 0.05 -0.02
```
Positions in Å, forces in eV/Å.

LUMO energy (alpha / beta) in eV: -3.25 / -3.26
DFT total energy in hartree: -3435.57443
Energy relative to the best compared isomer or geometry (same formula, charge and spin) in eV: 0.000
Multiplicity: 1
HOMO-LUMO gap (alpha / beta) in eV: 3.492 / 3.491

***

(2)
# C4H6N

An isolated ion of composition C4H6N and charge +1 at a distorted geometry (the ωB97M-V functional and the def2-TZVPD basis, the OMol25 dataset).

Structure (XYZ):
```
11
Properties=species:S:1:pos:R:3:forces:R:3
C -1.022 -0.613 -0.743 -2.41 -1.43 0.75
C -1.369 0.477 -0.107 1.80 0.49 0.91
C 0.420 -0.910 -0.253 -1.25 -0.83 0.40
C -0.193 1.066 0.614 0.93 2.49 1.74
N 0.994 0.279 0.333 -3.84 -1.72 -0.13
H -1.769 -1.273 -1.346 2.11 1.01 0.92
H 0.558 -1.904 0.213 0.45 0.61 -0.01
H 0.660 -0.937 -1.248 2.32 -0.60 -2.95
H -0.015 2.107 0.347 0.08 0.53 -0.39
H -0.254 1.301 1.769 -0.26 -1.00 -1.57
H 1.991 0.407 0.421 0.06 0.45 0.33
```
Positions in Å, forces in eV/Å.

LUMO energy (alpha / beta) in eV: -6.24 / -7.98
DFT total energy in hartree: -210.28316
Energy relative to the best compared isomer or geometry (same formula, charge and spin) in eV: 4.704
Charge: +1
Multiplicity: 1
HOMO-LUMO gap (alpha / beta) in eV: 8.718 / 7.229